# 1
The following is a DFT calculation (ωB97M-V/def2-TZVPD) of a structure of composition C26H82BN6O12Zr at a distorted geometry.

E   -2342.67890 hartree
Charge   +1
LUMO energy   -5.467 eV

Each line ends with the Mulliken charge.
CARTESIAN COORDINATES (ANGSTROEM)
Zr  -3.157  1.014  1.921  0.972
B  -3.602  -1.093  2.690  1.165
H  -4.154  -0.824  1.744  0.013
H  -3.987  -0.338  3.430  -0.087
H  -3.843  -2.184  2.933  -0.101
H  -2.519  -0.909  2.474  -0.588
O  -2.771  0.324  -0.081  -0.410
C  -1.389  0.241  -0.415  2.152
C  -0.435  0.196  0.836  2.039
O  -0.955  0.864  1.964  -0.589
H  -1.213  1.171  -0.970  -1.078
H  -1.103  -0.519  -1.149  -0.248
H  0.515  0.654  0.531  -0.529
H  -0.096  -0.809  1.113  -0.879
C  1.134  1.490  -1.725  -0.616
C  2.603  1.490  -1.286  2.984
C  3.404  0.490  -2.143  -1.714
O  2.850  -0.807  -2.149  -0.223
C  2.997  -1.510  -0.959  -0.093
N  3.144  2.854  -1.344  -0.696
H  0.512  1.739  -0.856  -0.501
H  0.757  0.489  -1.953  0.088
H  0.886  2.149  -2.556  0.635
H  2.651  1.249  -0.223  -2.249
H  4.460  0.486  -1.839  0.392
H  3.397  0.816  -3.188  0.369
H  4.027  -1.722  -0.649  0.420
H  2.435  -2.446  -1.025  0.433
H  2.524  -1.009  -0.098  -0.340
H  3.107  3.137  -2.330  0.398
H  4.165  2.825  -1.281  0.286
C  0.682  -2.489  -6.473  -1.585
C  1.011  -1.890  -5.101  0.674
C  -0.003  -2.240  -4.019  -0.381
O  -1.257  -1.708  -4.388  -0.436
C  -2.320  -2.200  -3.600  -0.405
N  2.321  -2.426  -4.664  -0.783
H  -0.351  -2.302  -6.767  0.323
H  0.819  -3.568  -6.391  0.351
H  1.323  -2.050  -7.235  0.438
H  1.147  -0.808  -5.220  0.299
H  0.402  -1.855  -3.076  -0.233
H  -0.065  -3.334  -4.028  0.591
H  -3.189  -1.597  -3.845  0.307
H  -2.127  -1.937  -2.551  -0.229
H  -2.491  -3.265  -3.756  0.469
H  2.535  -1.998  -3.766  0.331
H  3.031  -2.164  -5.335  0.305
C  3.562  2.864  1.365  -1.262
C  3.463  1.760  2.384  1.357
C  3.726  0.369  1.768  0.652
O  3.745  -0.593  2.825  -0.349
C  2.908  -1.715  2.595  -0.597
N  4.360  2.085  3.506  -0.749
H  2.933  2.681  0.486  0.427
H  4.594  2.899  0.997  0.319
H  3.345  3.868  1.723  0.345
H  2.440  1.689  2.762  -0.454
H  4.674  0.327  1.220  0.297
H  2.944  0.062  1.064  -1.242
H  3.182  -2.307  1.719  0.239
H  1.885  -1.323  2.523  0.184
H  3.006  -2.326  3.491  0.358
H  4.263  1.280  4.135  0.265
H  5.300  1.868  3.157  0.384
C  3.603  -1.598  7.327  -1.563
C  2.726  -0.726  6.443  1.109
C  1.469  -1.456  6.031  -1.150
O  0.732  -0.626  5.153  -0.226
C  -0.529  -1.166  4.754  -0.493
N  2.477  0.622  7.008  -0.584
H  3.034  -2.028  8.159  0.352
H  4.337  -0.997  7.867  0.434
H  4.100  -2.375  6.746  0.357
H  3.204  -0.555  5.465  -0.380
H  0.825  -1.677  6.900  0.553
H  1.705  -2.437  5.600  0.392
H  -1.326  -0.452  4.962  0.107
H  -0.761  -2.085  5.292  0.518
H  -0.377  -1.390  3.698  -0.037
H  3.376  0.883  7.399  0.311
H  1.897  0.396  7.823  0.279
C  -1.651  -5.729  0.628  -1.672
C  -1.588  -4.227  0.410  0.152
C  -2.766  -3.615  -0.347  0.210
O  -3.954  -3.975  0.284  -0.452
C  -5.144  -3.644  -0.407  -0.703
N  -1.248  -3.573  1.677  -0.507
H  -2.441  -6.020  1.323  0.290
H  -0.748  -6.223  0.983  0.412
H  -1.885  -6.220  -0.323  0.392
H  -0.696  -4.098  -0.219  0.228
H  -2.730  -3.911  -1.404  0.458
H  -2.622  -2.520  -0.363  -0.062
H  -5.091  -4.019  -1.433  0.322
H  -5.317  -2.565  -0.418  0.181
H  -5.969  -4.162  0.076  0.283
H  -2.139  -3.514  2.170  0.307
H  -0.943  -2.616  1.537  -0.004
C  -1.041  3.879  -2.514  -1.263
C  -2.167  4.831  -2.121  0.330
C  -2.758  5.505  -3.364  -0.967
O  -1.722  6.084  -4.124  -0.338
C  -2.219  6.571  -5.356  -0.755
N  -3.192  4.050  -1.369  -0.636
H  -1.461  3.155  -3.219  0.318
H  -0.705  3.365  -1.611  0.146
H  -0.230  4.393  -3.021  0.549
H  -1.852  5.670  -1.493  0.369
H  -3.451  6.304  -3.071  0.490
H  -3.321  4.764  -3.949  0.392
H  -2.312  5.778  -6.103  0.301
H  -1.480  7.263  -5.762  0.251
H  -3.149  7.130  -5.225  0.327
H  -4.101  4.400  -1.669  0.254
H  -3.086  3.132  -1.801  0.220
O  0.525  2.008  4.175  -0.773
H  0.051  1.697  3.394  0.106
H  0.852  1.202  4.610  0.447
O  -4.786  -0.484  -2.444  -0.717
H  -4.160  -0.310  -1.732  0.179
H  -4.521  0.131  -3.139  0.311
O  -2.611  3.078  1.193  -0.530
H  -1.957  3.598  1.696  0.331
H  -2.815  3.625  0.368  0.333
O  -1.360  1.075  -4.280  -0.646
H  -1.072  0.151  -4.441  0.415
H  -1.608  1.087  -3.351  0.124

***

# 2
The following is a DFT calculation (ωB97M-V/def2-TZVPD) of a cluster of 13 separate species, C26H85N6O13 in total at a distorted geometry.

E   -2347.87980 hartree
Charge   +1
LUMO energy   -2.901 eV

Each line ends with the Mulliken charge.
CARTESIAN COORDINATES (ANGSTROEM)
O  -3.493  0.545  -0.533  -0.448
H  -4.094  0.348  0.216  0.427
H  -2.667  1.141  -0.204  0.321
H  -3.961  1.073  -1.251  0.424
O  -2.023  0.958  3.064  -0.281
H  -2.897  0.554  2.919  0.357
H  -1.723  1.376  2.107  0.215
H  -2.048  1.704  3.852  0.436
C  0.026  0.511  -0.911  -0.418
C  -0.046  1.416  0.315  0.272
O  -1.369  1.701  0.669  -0.389
H  -0.448  0.971  -1.787  -0.082
H  -0.327  -0.495  -0.706  -0.323
H  1.082  0.447  -1.219  0.534
H  0.542  2.335  0.176  0.440
H  0.465  0.807  1.087  -0.217
C  -1.074  2.026  6.689  -1.233
C  -1.563  3.178  5.840  0.072
C  -0.480  3.821  5.009  -0.817
O  0.199  2.882  4.164  0.055
C  0.912  3.551  3.153  -0.252
N  -2.692  2.777  4.965  -0.642
H  -0.514  1.317  6.079  0.131
H  -1.887  1.520  7.204  0.386
H  -0.365  2.409  7.424  0.395
H  -1.857  3.943  6.574  0.420
H  0.253  4.357  5.626  0.359
H  -0.992  4.595  4.407  0.431
H  0.238  4.032  2.444  -0.149
H  1.454  2.790  2.603  -0.082
H  1.621  4.280  3.554  0.386
H  -3.451  2.375  5.510  0.286
H  -3.047  3.646  4.553  0.296
C  5.527  0.374  -5.640  -1.541
C  4.165  0.509  -4.945  0.374
C  3.832  1.919  -4.583  -0.092
O  4.718  2.383  -3.593  -0.368
C  4.491  3.731  -3.276  -0.685
N  3.082  -0.032  -5.777  -0.575
H  5.630  -0.612  -6.097  0.418
H  6.375  0.543  -4.973  0.351
H  5.644  1.080  -6.476  0.351
H  4.321  -0.020  -4.000  0.197
H  2.812  1.900  -4.163  -0.234
H  3.855  2.592  -5.456  0.408
H  5.304  4.018  -2.605  0.300
H  3.558  3.920  -2.714  0.204
H  4.500  4.386  -4.156  0.323
H  3.187  -1.025  -5.954  0.296
H  3.174  0.434  -6.679  0.231
C  2.111  -0.654  5.573  -1.242
C  2.971  0.552  5.134  0.346
C  3.218  0.648  3.673  0.686
O  3.729  -0.563  3.231  -0.409
C  3.724  -0.739  1.828  -0.532
N  2.516  1.835  5.634  -0.586
H  2.615  -1.588  5.314  0.389
H  1.103  -0.635  5.148  0.035
H  2.064  -0.621  6.662  0.392
H  3.924  0.347  5.640  0.354
H  3.905  1.469  3.429  0.458
H  2.245  0.838  3.164  -0.972
H  4.245  -1.669  1.656  0.320
H  4.232  0.095  1.320  0.284
H  2.684  -0.735  1.477  0.086
H  2.486  1.893  6.639  0.313
H  1.626  2.182  5.247  0.161
C  -0.954  -6.312  -0.875  -1.313
C  0.467  -5.931  -0.497  0.455
C  1.099  -5.063  -1.602  -0.982
O  0.472  -3.799  -1.727  -0.194
C  0.846  -3.066  -2.887  -0.699
N  0.412  -5.149  0.778  -0.728
H  -0.961  -6.849  -1.842  0.434
H  -1.581  -5.452  -1.052  0.168
H  -1.360  -7.019  -0.158  0.360
H  1.096  -6.822  -0.436  0.322
H  0.889  -5.588  -2.547  0.498
H  2.175  -4.953  -1.450  0.353
H  0.260  -3.442  -3.734  0.349
H  1.912  -3.140  -3.102  0.533
H  0.598  -2.027  -2.694  -0.129
H  0.472  -4.165  0.494  0.298
H  -0.573  -5.147  1.085  0.178
C  -3.231  -5.898  3.324  -1.559
C  -3.326  -4.578  2.569  0.531
C  -2.484  -3.597  3.329  -1.116
O  -2.391  -2.309  2.683  -0.306
C  -1.175  -2.090  1.997  1.272
N  -2.715  -4.809  1.205  -0.368
H  -3.534  -5.796  4.367  0.395
H  -2.245  -6.345  3.201  0.366
H  -3.891  -6.645  2.863  0.385
H  -4.365  -4.257  2.426  0.435
H  -1.517  -3.993  3.648  0.328
H  -3.029  -3.310  4.240  0.464
H  -0.352  -1.806  2.676  0.190
H  -1.272  -1.216  1.336  -0.715
H  -0.861  -2.925  1.373  -0.565
H  -3.372  -5.320  0.611  0.310
H  -2.691  -3.892  0.733  -0.055
C  -4.111  1.880  -5.700  -1.618
C  -2.699  1.502  -5.293  0.344
C  -1.770  2.729  -5.297  -0.883
O  -0.513  2.479  -4.701  -0.167
C  0.220  3.641  -4.566  -0.766
N  -2.769  0.800  -3.940  -0.575
H  -4.752  1.017  -5.567  0.413
H  -4.078  2.156  -6.760  0.392
H  -4.513  2.719  -5.130  0.311
H  -2.299  0.727  -5.958  0.492
H  -2.279  3.514  -4.702  0.355
H  -1.636  3.132  -6.311  0.419
H  1.020  3.483  -3.842  0.049
H  -0.390  4.478  -4.208  0.388
H  0.708  3.899  -5.512  0.324
H  -1.872  0.312  -3.843  0.206
H  -2.651  1.532  -3.218  0.324
O  -2.033  4.679  1.497  -0.670
H  -1.557  3.842  1.294  0.260
H  -1.346  5.360  1.542  0.331
O  0.482  -0.264  -4.366  -0.389
H  1.346  -0.523  -4.773  0.321
H  0.441  0.699  -4.521  0.278
O  -2.052  -2.520  -1.544  -0.587
H  -1.297  -3.134  -1.765  0.297
H  -2.067  -1.874  -2.266  0.279
O  -2.827  2.667  -1.505  -0.773
H  -2.048  2.523  -0.910  0.169
H  -2.826  3.606  -1.747  0.227

***

How do the records compare in orbital gap? In the order shown, they have 5.415; 7.664 eV.